Entry from OMol25: C24H42N3O6SSbV as an isolated structure in a non-equilibrium geometry (wB97M-V/def2-TZVPD).

Positions of all 78 atoms, in Å:
V  0.494  -0.320  0.221
O  -0.079  5.351  2.095
C  0.027  4.070  1.643
C  -0.272  3.731  0.323
C  -0.108  2.417  -0.059
N  0.354  1.498  0.790
C  0.582  1.802  2.070
C  0.440  3.090  2.541
C  1.041  0.575  2.817
O  1.341  0.612  4.002
O  1.104  -0.450  2.038
C  -0.415  1.787  -1.389
O  -0.863  2.430  -2.329
O  -0.149  0.526  -1.376
H  -0.409  5.901  1.378
H  -0.611  4.465  -0.398
H  0.665  3.333  3.570
C  -3.167  -0.854  -1.347
N  -3.302  -1.621  -0.126
C  -4.488  -2.439  -0.042
C  -2.443  -1.401  0.909
O  -1.817  -0.331  1.004
N  -2.474  -2.341  1.923
C  -2.370  -3.765  1.597
C  -1.692  -1.996  3.104
H  -3.314  -1.518  -2.202
H  -2.168  -0.436  -1.403
H  -3.903  -0.043  -1.394
H  -5.354  -1.841  -0.348
H  -4.647  -2.779  0.978
H  -4.427  -3.305  -0.710
H  -3.026  -4.338  2.262
H  -1.338  -4.094  1.718
H  -2.637  -3.948  0.563
H  -1.978  -1.008  3.461
H  -1.906  -2.734  3.878
H  -0.622  -1.999  2.892
S  0.313  -2.320  -0.414
C  5.774  1.167  0.264
C  4.440  0.851  0.935
C  3.813  2.152  1.435
C  4.655  -0.081  2.126
Sb  3.008  -0.176  -0.474
C  4.052  -2.166  -0.758
C  5.570  -2.065  -0.866
C  3.483  -2.788  -2.030
C  3.682  -3.039  0.439
C  3.373  0.882  -2.430
C  4.775  0.700  -3.000
C  3.097  2.364  -2.186
C  2.353  0.334  -3.428
H  6.502  1.478  1.024
H  5.669  1.990  -0.446
H  6.184  0.307  -0.264
H  4.584  2.775  1.905
H  3.060  1.952  2.191
H  3.357  2.738  0.634
H  5.204  0.449  2.915
H  5.239  -0.959  1.846
H  3.705  -0.410  2.552
H  5.888  -1.414  -1.683
H  5.974  -3.066  -1.060
H  6.016  -1.705  0.062
H  3.813  -2.252  -2.923
H  2.392  -2.803  -1.992
H  3.829  -3.827  -2.106
H  4.050  -2.633  1.383
H  4.119  -4.037  0.299
H  2.599  -3.146  0.503
H  5.545  1.089  -2.334
H  4.845  1.244  -3.952
H  4.989  -0.350  -3.202
H  3.803  2.798  -1.476
H  2.081  2.521  -1.820
H  3.192  2.917  -3.129
H  2.587  -0.692  -3.713
H  2.366  0.953  -4.334
H  1.340  0.349  -3.028

Summary:
Highest occupied orbital energy (spin up / spin down): -2.87 / -4.04 eV
Kohn-Sham gap (spin up / spin down): 5.3 / 6.5 eV
Net charge: -1
Multiplicity: 3
E_tot: -85390.37867 eV
Energy above the lowest of the compared OMol25 structures with the same formula, charge and spin: 111.3 kJ/mol

Here are the Mulliken charges for atoms 1 to 4, given in e:
1. V 1.53
2. O -0.57
3. C 0.87
4. C -0.71